Entry from OMol25: a structure of composition C5H14NO in a non-equilibrium geometry (the ωB97M-V functional and the def2-TZVPD basis).

Cartesian coordinates (Å):
C -1.5605 -1.0366 0.2343
O -2.0150 0.0824 1.0469
C -0.2547 -0.7931 -0.6453
C 1.0053 -0.6155 0.1725
C 1.0102 0.7066 1.1326
C 2.2347 -0.5643 -0.6368
N -0.4559 0.2239 -1.6107
H -1.4422 -1.9267 0.9643
H -2.3292 -1.0219 -0.5745
H -2.2887 0.6990 0.3337
H -0.1265 -1.8378 -1.0687
H 1.1082 -1.5923 0.8857
H 1.8859 0.6662 1.7194
H 0.1276 0.8468 1.8052
H 0.9428 1.5997 0.5314
H 2.5285 -1.4568 -1.1750
H 1.8315 0.2549 -1.3588
H 3.2059 -0.1681 -0.3438
H -0.6470 -0.1870 -2.5064
H 0.2786 7.8405 0.8168
H -0.3739 7.8747 1.3267

Force components x, y, z for each atom (eV/Å):
C -3.839 1.771 2.353
O 1.465 -1.414 -2.314
C 2.248 -0.613 -3.634
C 0.232 0.071 6.924
C -2.177 -1.407 -1.062
C 0.049 2.101 -3.992
N 0.898 -1.436 3.387
H 0.172 1.296 -1.785
H 0.524 -1.554 0.875
H -0.197 0.249 1.157
H -0.714 0.960 -0.197
H -0.813 2.231 -1.357
H 1.018 0.139 0.569
H 0.637 -0.833 -0.396
H 0.591 0.285 -0.482
H -0.562 -0.349 -0.353
H 1.404 -1.146 0.036
H -0.493 0.124 1.312
H -0.443 -0.474 -1.041
H -1.935 0.102 1.512
H 1.935 -0.103 -1.512

The HOMO energy is -0.5712 hartree. Its charge is +1. As for the spin multiplicity: 1. For the energy relative to the best compared isomer or geometry (same formula, charge and spin), the calculation gives 8.5845 eV.

Entry from OMol25: a structure of composition C3H4NO6 in a non-equilibrium geometry (the ωB97M-V functional and the def2-TZVPD basis).

Cartesian coordinates (Å):
C -2.5314 -0.0426 -0.2005
C 0.6092 -1.1538 0.4216
C 0.2450 0.2349 0.1008
N 1.1475 1.0604 -0.3586
O -3.0625 -0.6979 0.6561
O -2.5683 0.3852 -1.3216
O 2.3382 0.7611 -0.6078
O 0.6102 2.3593 -0.4766
O 1.8719 -1.6907 0.1229
O -0.9159 0.7215 0.4053
H 0.1708 -1.2444 1.4114
H -0.1630 -1.7971 -0.0807
H 2.5251 -0.9197 0.0461
H -0.2767 2.0238 -0.1185

Force components x, y, z for each atom (eV/Å):
C -1.428 -0.601 -1.224
C -1.858 -1.584 -0.917
C 1.415 0.592 -0.641
N -2.385 -0.865 0.696
O 1.367 1.098 -0.624
O 0.056 -0.441 1.264
O 2.160 0.848 -0.583
O 0.609 -0.413 -0.033
O 0.790 1.130 0.671
O -0.639 -0.259 0.926
H 0.989 -0.306 1.144
H 0.586 0.357 -0.256
H -1.436 -0.854 -0.127
H -0.226 1.296 -0.295

The HOMO energy is -0.1365 hartree. Its charge is -1. As for the spin multiplicity: 1. For the energy relative to the best compared isomer or geometry (same formula, charge and spin), the calculation gives 0.5290 eV.

Entry from OMol25: a structure of composition C19H52BeNO21S6 in a non-equilibrium geometry (the ωB97M-V functional and the def2-TZVPD basis).

Cartesian coordinates (Å):
Be -2.0329 -2.8288 -0.3664
N -1.6761 0.9425 -2.8075
H -2.1864 1.8257 -2.7702
H -1.0888 0.6998 -1.9758
H -1.2084 0.7286 -3.7136
H -2.4190 0.2419 -2.7475
C -0.3638 -0.7521 -0.0849
O -0.4775 0.4799 -0.3500
O -0.0742 -1.6432 -1.0273
O -0.8753 -1.2557 0.9726
O -3.5156 -1.8696 1.1998
S -4.0526 -0.7533 1.9608
O -5.3422 -0.2525 1.6205
O -4.0442 -1.2489 3.4651
C -4.7888 -0.4448 4.4295
C -4.9499 -1.2798 5.6891
C -2.8416 0.5602 2.0552
H -5.6395 0.0743 3.9906
H -4.1163 0.4050 4.6100
H -4.3261 -0.8917 6.4883
H -4.6473 -2.2893 5.4151
H -5.9832 -1.3367 6.0257
H -2.5931 0.7445 1.0091
H -2.0442 0.1539 2.6590
H -3.4147 1.4292 2.3715
O 5.4196 -1.6590 2.0622
S 4.2438 -0.9977 1.6183
O 3.5904 0.0194 2.3808
O 4.6972 -0.3437 0.2240
C 3.7659 0.5452 -0.4391
C 3.3921 -0.1024 -1.7571
C 3.0575 -2.1532 1.0078
H 4.3138 1.4620 -0.6457
H 2.8400 0.7771 0.0877
H 2.8945 0.7088 -2.3073
H 2.8079 -1.0191 -1.7223
H 4.2359 -0.2800 -2.4297
H 2.1646 -1.7220 0.5601
H 2.7353 -2.8035 1.8214
H 3.5889 -2.7756 0.2905
O -0.2609 0.4736 5.5559
S -0.1393 1.5488 4.6264
O -1.2256 2.3460 4.1221
O 1.0067 2.5530 5.1191
C 1.3641 3.6503 4.2571
C 1.0014 4.9422 4.9773
C 0.7353 0.7765 3.2334
H 0.8868 3.6177 3.2759
H 2.4227 3.4988 4.0394
H 1.5238 5.8198 4.5975
H 1.3117 4.8242 6.0137
H -0.0728 5.0690 4.8578
H 0.7873 -0.3021 3.3517
H 1.7519 1.1490 3.2380
H 0.0620 0.9843 2.4033
O -3.6239 3.7428 1.1866
S -2.6609 3.9560 0.1643
O -2.6782 3.1181 -1.0074
O -2.6895 5.4742 -0.3058
C -1.8951 5.8600 -1.4422
C -1.8984 7.3706 -1.5634
C -1.0405 3.7290 0.9147
H -2.3247 5.3588 -2.3099
H -0.8597 5.5182 -1.3599
H -0.8969 7.7012 -1.8451
H -2.0413 7.8891 -0.6151
H -2.6219 7.7419 -2.2839
H -1.1179 4.0720 1.9414
H -0.2491 4.2067 0.3448
H -0.9516 2.6433 0.8372
O 1.8266 0.5538 -5.8050
S 0.6873 -0.2436 -5.5579
O -0.6015 0.3141 -5.2038
O 0.4392 -1.1169 -6.8637
C -0.7035 -2.0134 -6.9305
C -1.8426 -1.2735 -7.5958
C 1.1605 -1.5392 -4.3690
H -0.9742 -2.2914 -5.9111
H -0.3626 -2.8710 -7.5040
H -2.1672 -0.5199 -6.8800
H -2.7603 -1.8248 -7.8251
H -1.6185 -0.8783 -8.5855
H 2.1117 -1.9483 -4.6933
H 0.4033 -2.2858 -4.1468
H 1.2850 -0.9895 -3.4317
O 0.6850 -6.5608 -0.8616
S 1.0236 -5.2045 -0.5865
O 0.0860 -4.2842 -0.0120
O 2.2572 -5.2041 0.4200
C 3.3262 -6.1544 0.2771
C 4.3939 -5.8306 1.2965
C 1.8611 -4.5079 -2.0204
H 3.7356 -6.0730 -0.7316
H 2.9720 -7.1678 0.4603
H 4.8719 -4.8585 1.1772
H 5.2266 -6.5352 1.2154
H 4.0570 -5.9826 2.3215
H 1.1862 -4.6177 -2.8675
H 2.7743 -5.0635 -2.1992
H 2.0087 -3.4562 -1.7816

Force components x, y, z for each atom (eV/Å):
Be 3.805 3.383 2.988
N -1.089 -1.355 -0.259
H 0.632 0.353 0.356
H 0.506 0.763 0.666
H 0.103 0.546 0.143
H -0.047 0.067 -0.081
C -3.194 -0.199 -0.336
O 1.301 -0.131 -0.287
O -1.288 -0.862 -1.355
O -0.366 -1.222 0.088
O 0.427 -1.407 -1.331
S 0.508 1.002 1.387
O 0.042 -0.156 -0.425
O -0.485 -0.627 -1.244
C 1.139 1.594 0.482
C -0.394 -0.090 -0.526
C -1.514 -0.582 -1.159
H -0.472 -0.948 -0.125
H 0.031 -0.160 0.344
H 0.039 -0.144 0.035
H 0.086 -0.063 0.326
H -0.004 0.121 -0.007
H 0.567 -0.041 0.133
H 0.197 0.413 -0.011
H 0.332 0.021 0.612
O -0.243 -0.314 0.340
S 0.153 0.846 -1.364
O -0.024 -0.221 0.341
O -0.487 0.222 0.787
C 0.298 -0.806 -1.084
C 0.301 1.125 -1.158
C -0.018 -0.863 0.379
H -0.041 0.068 0.200
H 0.326 -0.159 0.621
H -0.639 -0.432 0.006
H -0.261 0.179 0.332
H 0.354 -0.207 0.504
H 0.167 0.384 0.032
H 0.061 0.111 0.107
H -0.003 0.054 -0.050
O -0.738 0.897 0.909
S 2.186 -0.882 -1.673
O -0.224 -0.285 0.476
O -0.831 -0.679 0.390
C 0.440 0.545 -0.293
C 0.403 -0.458 -0.224
C -1.085 0.297 0.405
H -0.356 -0.330 0.152
H 0.106 0.271 0.341
H -0.027 -0.103 -0.282
H -0.341 0.126 0.124
H -0.027 0.206 0.429
H -0.196 0.023 0.342
H -0.090 0.246 -0.570
H 0.758 0.154 -0.569
O -0.390 0.426 -0.159
S 1.547 0.003 0.059
O -0.207 -0.071 -0.483
O -0.330 -0.507 0.888
C 0.122 0.032 -0.539
C 0.416 0.383 0.084
C -0.944 -0.134 -0.406
H 0.035 0.173 -0.067
H -0.138 -0.207 0.384
H -0.106 -0.055 -0.415
H -0.336 -0.347 0.132
H -0.040 -0.008 0.049
H 0.141 -0.009 0.043
H -0.048 0.067 -0.010
H 0.334 0.006 0.252
O -0.073 0.480 0.061
S -0.193 -2.722 -0.555
O 0.312 0.202 0.329
O 0.606 0.450 0.270
C -0.450 0.323 -0.389
C -0.966 0.067 0.004
C -0.250 1.371 0.397
H -0.032 -0.281 -0.110
H 0.109 -0.046 0.157
H 0.082 0.460 -0.467
H 0.333 -0.720 0.483
H 0.592 0.383 0.297
H -0.049 -0.051 -0.124
H -0.131 0.000 -0.513
H 0.208 -0.060 -0.002
O -0.590 0.085 -0.189
S 2.461 -0.901 -0.143
O -1.011 0.233 -0.120
O -1.044 0.742 0.263
C 0.743 -0.378 0.145
C 0.632 -0.249 0.295
C -1.196 0.211 0.452
H -0.037 -0.153 0.003
H -0.294 0.087 -0.237
H -0.382 0.185 0.035
H -0.176 -0.168 -0.359
H -0.294 0.357 -0.047
H 0.040 0.013 -0.043
H 0.023 0.025 0.061
H 0.186 0.011 -0.126

The HOMO energy is -0.4333 hartree. Its charge is +1. As for the spin multiplicity: 1. For the energy relative to the best compared isomer or geometry (same formula, charge and spin), the calculation gives 0.0000 eV.